The following is a DFT calculation (ωB97M-V/def2-TZVPD) of a 5-piece molecular cluster, C15H30O15 overall at a distorted geometry.

XYZ file:
```
60
Properties=species:S:1:pos:R:3:forces:R:3:nbo_charge:R:1
C -0.41624 -3.64599 0.69985 -0.9561 -0.7898 0.6594 -0.259
O 0.78411 -3.53584 -0.03381 0.8521 -0.1924 -0.2014 -0.502
C 0.92401 -2.51537 -0.86781 -1.1711 0.3011 0.1021 0.987
O 0.06885 -1.68627 -1.07604 0.3184 0.1477 -0.1722 -0.661
O 2.12145 -2.57436 -1.41744 0.8306 -0.6225 0.2629 -0.494
C 2.46734 -1.61312 -2.39217 -1.0853 1.3543 -0.6765 -0.263
H -1.25769 -4.00782 0.10276 0.1713 0.3985 -0.3272 0.191
H -0.71139 -2.75183 1.24217 0.1956 0.1109 -0.2414 0.211
H -0.24241 -4.44947 1.41906 0.1837 0.2542 0.0519 0.196
H 3.40551 -1.86397 -2.86732 0.0789 -0.3378 0.2106 0.204
H 2.50194 -0.59996 -1.98384 0.4033 -0.4904 0.1271 0.189
H 1.66932 -1.51916 -3.13457 0.1328 -0.4021 -0.1476 0.197
C -3.26131 -3.08884 4.94585 -0.1928 -0.3915 -0.5250 -0.259
O -3.49920 -1.87375 4.23898 -0.4478 1.0312 0.6842 -0.498
C -3.39622 -1.86835 2.93037 0.8134 -1.8086 -1.1030 0.991
O -2.99597 -2.80931 2.26941 -0.1969 0.2429 0.1679 -0.682
O -3.78313 -0.73024 2.40863 -0.3839 0.9221 0.5293 -0.492
C -3.79595 -0.66718 0.97976 1.3035 0.2565 -0.0202 -0.263
H -3.18633 -3.90704 4.23139 0.2490 0.0109 0.0889 0.216
H -4.13329 -3.27365 5.56778 0.0976 0.1677 0.2240 0.191
H -2.35075 -2.98010 5.52522 0.0242 -0.0592 0.0744 0.194
H -4.17691 0.31906 0.73573 -0.7478 -0.3084 -0.0611 0.205
H -4.26438 -1.55965 0.58236 -0.4495 0.2856 -0.2491 0.206
H -2.77072 -0.63206 0.59548 0.0529 -0.3393 0.1881 0.193
C 3.29651 4.83994 -3.35670 -0.1215 -0.2522 -0.2586 -0.263
O 3.64449 3.57610 -2.78911 0.7170 0.1075 -0.4089 -0.494
C 2.83508 3.06358 -1.88619 -0.7886 0.1255 0.6522 0.984
O 1.79648 3.53444 -1.49796 -0.2243 0.2488 -0.1445 -0.656
O 3.36011 1.94370 -1.43600 0.8460 -0.5753 -0.0298 -0.502
C 2.61881 1.21083 -0.45718 0.0376 -0.2845 -0.1926 -0.257
H 4.23061 5.35345 -3.56732 -0.0130 0.0671 0.2000 0.197
H 2.64809 5.39024 -2.67859 0.0860 0.0986 -0.0665 0.211
H 2.79749 4.65283 -4.30962 -0.0855 0.1153 0.0966 0.185
H 1.79758 0.70766 -0.96693 -0.4218 0.4221 0.4416 0.192
H 2.31415 1.83570 0.37442 -0.2200 0.0365 -0.0608 0.217
H 3.28753 0.42546 -0.11073 0.1463 0.1692 0.0904 0.190
C -2.28749 0.33051 -2.74555 -0.4727 -0.5018 0.4755 -0.267
O -2.13874 1.74791 -2.70386 0.4469 -0.0179 0.3856 -0.493
C -1.25610 2.30593 -3.51639 0.1843 0.1200 -0.7010 0.990
O -0.63282 1.76312 -4.39262 0.1684 -0.1454 0.1736 -0.653
O -1.22751 3.60919 -3.25561 -0.3741 0.1680 0.9998 -0.488
C -0.35563 4.39901 -4.00442 1.0746 0.8360 -1.3564 -0.258
H -2.08948 -0.10262 -1.76281 -0.0982 0.4227 0.1539 0.197
H -1.60824 -0.21714 -3.39357 -0.0982 0.5404 -0.5141 0.217
H -3.34095 0.20162 -2.98867 0.1338 -0.5090 -0.2035 0.185
H 0.70529 4.32561 -3.76383 -0.1948 -0.7786 0.3942 0.187
H -0.53668 5.46274 -3.85735 -0.7546 -0.1646 0.2706 0.192
H -0.45408 4.18057 -5.06806 -0.0741 -0.0220 -0.0209 0.189
C 2.51153 -2.21555 2.25178 0.2876 0.1225 -0.7677 -0.254
O 1.26987 -2.08614 2.92737 -0.0465 -0.8236 0.1126 -0.493
C 0.82589 -0.86560 3.12445 -0.3617 0.9839 0.1672 0.986
O 1.31268 0.15455 2.71797 0.5177 0.2274 -0.2220 -0.650
O -0.27816 -0.92113 3.85812 -0.1556 -0.8347 0.8404 -0.512
C -0.73402 0.28246 4.49513 0.5214 0.4036 -0.9723 -0.256
H 2.46261 -1.80914 1.23824 -0.0862 0.1732 0.1794 0.185
H 2.70016 -3.27860 2.13545 0.0000 -0.0031 0.3041 0.206
H 3.30745 -1.70557 2.79082 -0.0126 -0.0838 0.1036 0.192
H -1.29636 -0.00723 5.37372 -0.3430 -0.0775 -0.2281 0.200
H -1.27991 0.82067 3.71980 -0.4495 0.1734 0.5131 0.198
H 0.09312 0.92515 4.80002 0.1528 -0.2294 -0.0534 0.197
```
Positions in Å, forces in eV/Å.

The calculation puts the orbital gap at 11.333 eV. Its energy is -46753.554 eV. The SMILES is COC(=O)OC.COC(=O)OC.COC(=O)OC.COC(=O)OC.COC(=O)OC. For the LUMO energy, the calculation gives 0.73 eV. The calculation puts the highest occupied orbital energy at -10.606 eV. The relative energy (zero: lowest compared OMol25 entry of this formula, charge and spin) comes out at 64.5 kJ/mol.

=====

The following is a DFT calculation (ωB97M-V/def2-TZVPD) of C15H31Al2CaCl4CsF5I2MgN3O6 as an isolated structure at a distorted geometry.

XYZ file:
```
71
Properties=species:S:1:pos:R:3:forces:R:3:mulliken_charge:R:1
C 1.40110 1.51810 1.21429 -0.3941 -0.4099 -0.1316 -1.067
C 1.56771 0.29067 0.30513 0.8121 0.3455 -0.5002 -0.497
C 1.54321 -1.04404 1.16688 0.2140 0.4376 -0.2430 -0.620
N 0.61506 -1.94584 0.76209 -1.5480 1.3175 -0.1829 0.413
Al -1.04256 -1.97406 1.69376 -0.3037 -1.8262 1.8356 -0.075
I -1.87881 -4.42167 1.63822 0.0623 0.6647 0.1287 -0.205
I -0.96474 -1.23729 4.12490 0.1695 0.0221 -0.7013 -0.172
C -2.38172 -0.87940 0.55205 -0.3684 0.5058 -1.1924 0.446
C -3.33627 -0.08270 1.38915 0.3552 -0.1503 0.2943 -1.147
F -1.67413 -0.09521 -0.33511 -0.0592 0.2621 0.1437 -0.265
H 2.04785 2.33290 0.91000 0.2172 -0.0091 -0.1132 0.378
H 0.37560 1.86267 1.12074 -0.1568 0.0845 0.2994 0.159
H 1.61487 1.27310 2.24972 0.0054 0.1639 0.1832 0.376
H 0.79050 0.26916 -0.45011 -0.1875 -0.1861 0.0073 0.417
H 2.50168 0.34842 -0.24307 0.1883 -0.0617 0.0429 0.448
H 1.51830 -0.83630 2.22981 -0.0116 -0.2481 0.2109 0.698
H 2.58054 -1.53944 0.98077 -0.0498 -0.0745 0.3338 -0.220
H 0.49029 -1.91311 -0.25395 0.3798 -0.5696 -0.1253 0.378
H -2.94517 -1.59321 -0.04848 0.3499 -0.5384 0.0652 0.439
H -4.14993 0.21590 0.72374 0.0242 0.2901 -0.1346 0.425
H -2.86416 0.76204 1.88300 -0.0062 -0.1306 -0.3025 0.000
H -3.79238 -0.70122 2.15994 0.0560 -0.2156 0.0668 0.392
C -1.57680 5.76427 1.04256 0.5577 -0.4601 0.1486 -1.543
C -2.76136 4.94733 1.47304 0.2362 0.7617 -0.5964 0.790
C -3.47754 5.48081 2.67229 -0.0620 0.7236 -0.2788 -0.596
O -4.04755 4.26271 3.24341 1.5681 1.6651 -1.0630 -0.577
C -3.23706 3.24874 2.88592 3.7973 2.2386 -2.7678 1.216
O -3.29409 2.13244 3.35164 10.4214 -1.0124 -4.9412 -0.891
O -2.36722 3.61010 1.96824 -0.4716 -0.3257 0.3182 -0.055
H -0.80943 5.77564 1.82115 -0.1163 0.0868 0.1204 0.430
H -1.12750 5.33799 0.14835 -0.1540 0.1328 -0.1365 0.338
H -1.88185 6.78431 0.81871 -0.1381 -0.0580 -0.1139 0.394
H -3.43873 4.80225 0.62949 -0.0597 -0.1135 0.0730 0.039
H -4.25642 6.19211 2.40697 -0.2514 -0.2681 -0.0078 0.318
H -2.81902 5.92692 3.41820 0.0714 -0.1761 0.0337 0.325
Cs -5.05007 2.41037 4.20043 -15.7313 -2.5134 9.1044 0.797
F -5.33068 5.00726 -2.23329 0.2719 0.0327 0.3912 -0.440
Al -4.63484 6.47573 -1.72966 -0.2854 0.3499 -0.1705 0.745
F -5.08799 7.74775 -2.73100 0.1496 -0.0632 0.4102 -0.384
F -2.93479 6.29327 -1.68718 -0.2437 -0.1507 0.3101 -0.433
F -5.17002 6.78064 -0.12429 0.4364 -0.3397 0.0428 -0.416
C -0.73012 -5.18322 -1.67264 0.1028 0.0923 -0.0275 -0.432
N 0.25536 -4.76723 -2.70910 -0.1048 -0.0188 0.0670 0.926
O 1.14122 -3.99325 -2.35868 -0.0335 0.0698 -0.0185 -0.565
O 0.12401 -5.21227 -3.81720 0.1042 0.0111 -0.0515 -0.522
H -0.46765 -4.69568 -0.74525 0.0637 -0.0374 -0.0584 -0.179
H -1.71490 -4.87329 -2.00994 -0.0152 -0.0985 -0.0758 0.341
H -0.67552 -6.26344 -1.57440 -0.0651 -0.0213 -0.1037 0.323
C 3.39766 -4.63859 -0.11363 -0.1393 0.2883 -0.2765 0.223
C 4.50864 -4.58690 -1.15033 -0.6391 -0.2059 0.0497 -0.509
C 5.79662 -4.68592 -0.35173 0.1543 0.4695 -0.6170 -0.427
C 5.85466 -3.50668 0.54925 0.6302 -0.6788 -2.0375 0.402
N 5.89227 -2.59091 1.23545 0.2973 0.4982 0.8491 -0.337
H 3.49000 -3.82136 0.63126 -0.1963 -0.6947 -1.0524 -0.409
H 2.41357 -4.58922 -0.57604 0.0026 0.0063 0.1102 -0.124
H 3.45953 -5.57933 0.44983 -0.0892 -0.0704 -0.0298 0.239
H 4.49632 -3.66978 -1.74067 -0.0367 0.0614 0.1076 0.335
H 4.40816 -5.40609 -1.86312 0.3048 -0.0753 0.0780 0.388
H 6.69429 -4.70151 -0.96719 0.1459 0.0185 0.1586 0.138
H 5.77814 -5.61864 0.23168 0.1955 -0.0174 -0.0472 0.323
Mg 5.66984 -4.69636 2.38274 -0.7655 0.3688 1.1715 0.727
O 8.47282 -6.70561 -0.64850 0.3932 -0.4275 -0.4070 -0.498
H 8.81582 -5.93550 -1.13156 0.0378 -0.1015 -0.1091 0.365
H 8.87836 -6.62847 0.22301 -1.6828 1.6217 -0.4117 -0.071
Cl 3.09856 -3.07921 2.48322 0.7674 -0.1953 1.2395 -0.497
C -5.50910 6.62432 -6.37486 0.0749 0.0105 0.1584 0.030
Cl -5.17612 8.34823 -6.20325 0.0135 -0.0121 -0.0295 -0.117
Cl -5.21939 5.77113 -4.86430 -0.1281 -0.1654 -0.4873 -0.052
Cl -7.16857 6.36471 -6.93172 0.0023 -0.0221 -0.0438 -0.145
H -4.84065 6.22853 -7.12683 -0.0233 0.0151 -0.0517 0.281
Ca 10.14230 -7.49858 1.39605 0.8836 -0.8731 1.0848 1.085
```
Positions in Å, forces in eV/Å.

The calculation puts the orbital gap at 1.850 eV. Its energy is -150298.369 eV. For the LUMO energy, the calculation gives -9.65 eV. The calculation puts the highest occupied orbital energy at -11.500 eV. The net charge is +2.

=====

The following is a DFT calculation (ωB97M-V/def2-TZVPD) of C15H31AlClN4O4S as an isolated structure.

XYZ file:
```
57
Properties=species:S:1:pos:R:3:forces:R:3:nbo_charge:R:1
O 2.93853 -2.41089 1.04905 -0.1399 -0.3225 -0.0398 -1.207
Al 1.78965 -3.32180 2.09214 0.1375 0.4523 0.1062 1.529
Cl 2.26611 -5.48406 1.79270 -0.0452 0.1371 -0.0567 -0.656
C -0.13894 -2.96173 1.64282 0.3509 -0.7326 -0.2450 -1.004
C -0.71513 -3.78284 0.45811 -0.2934 0.6480 0.2218 -0.396
C -0.80946 -3.02114 -0.88156 0.2886 -0.4032 -0.0421 -0.385
C 0.22977 -1.91245 -1.03972 -0.2899 -0.3232 -0.3797 -0.412
C 0.62076 -1.60051 -2.49336 0.4475 0.1687 0.3980 -0.392
C 2.14264 -1.66561 -2.62141 -0.2784 0.2118 -0.4078 -0.401
C 2.65475 -1.30168 -4.02602 -0.2136 0.0690 0.4829 -0.522
S 3.25682 -2.67308 -5.04703 0.0448 -0.0527 -0.1946 0.266
C 3.88693 -3.79631 -3.88201 -0.2490 -0.7998 -0.3198 0.268
N 3.75977 -5.09073 -3.96585 0.2031 0.8559 0.1933 -0.304
N 4.46664 -5.60889 -2.88233 0.2161 0.7452 0.3198 -0.287
C 4.92099 -4.58649 -2.23225 -0.2191 -0.7851 -0.5194 0.295
O 4.62251 -3.40214 -2.82097 0.0937 -0.2118 0.1057 -0.421
H 2.59393 -1.55661 0.78758 0.0190 0.1166 0.0388 0.453
H 2.08570 -2.94127 3.63640 0.0264 -0.1061 0.0558 -0.468
H -0.70180 -3.23796 2.53490 -0.0096 0.0087 0.2033 0.219
H -0.33762 -1.90081 1.51970 -0.0776 0.2111 -0.0086 0.207
H -1.72565 -4.09668 0.72361 -0.1281 -0.2294 -0.0934 0.178
H -0.13594 -4.68993 0.30589 0.1189 -0.1465 -0.0100 0.200
H -1.82097 -2.64883 -1.04721 -0.1142 0.2326 0.0447 0.175
H -0.63595 -3.74318 -1.68313 -0.0533 -0.0789 -0.1347 0.184
H 1.12718 -2.24701 -0.52961 0.0951 0.0560 0.2053 0.232
H -0.13109 -1.01628 -0.54354 0.1391 0.1997 0.1492 0.194
H 0.18705 -2.31824 -3.18696 -0.2181 0.0027 -0.1424 0.195
H 0.31058 -0.59085 -2.76241 -0.2546 0.0383 -0.2441 0.179
H 2.58283 -0.96307 -1.91842 0.1057 -0.0281 0.2052 0.210
H 2.45489 -2.65578 -2.31550 0.1161 -0.0745 0.1220 0.221
H 1.82476 -0.89590 -4.59954 -0.0882 -0.0082 -0.2094 0.221
H 3.39418 -0.51031 -3.97063 0.3266 -0.0833 -0.0550 0.211
H 5.47905 -4.59915 -1.31832 0.0295 0.1623 0.1971 0.217
C -2.55918 1.57244 3.92524 0.0201 -0.0362 0.0138 -0.722
C -2.52930 0.53169 2.82685 0.1005 -0.0480 -0.0968 0.670
O -2.04932 -0.57247 2.98684 -0.1368 0.0862 0.1655 -0.598
N -3.05984 0.88812 1.61949 -0.0725 0.1394 0.0777 -0.630
C -3.64469 2.16036 1.24329 0.0378 -0.3777 -0.1371 -0.416
H -2.09872 1.14517 4.81043 0.0188 -0.0647 -0.0295 0.243
H -2.00700 2.46608 3.63083 -0.0797 0.0549 0.0137 0.225
H -3.58540 1.85901 4.15888 0.0154 0.0811 -0.0146 0.220
H -3.01288 0.15450 0.92996 0.0324 -0.0226 0.0052 0.401
H -4.68174 2.02356 0.92678 -0.0117 0.0803 0.0046 0.186
H -3.08519 2.59570 0.41200 -0.0596 0.1221 0.0138 0.183
H -3.62175 2.86001 2.06948 0.0322 0.0469 -0.0049 0.236
C -0.85244 4.86545 0.96697 -0.0381 0.0001 0.0251 -0.725
C -2.03961 5.67433 1.43677 0.0156 -0.0734 0.0243 0.681
O -2.90721 5.19362 2.14622 -0.0133 0.0705 0.0346 -0.635
N -2.11063 6.97328 1.03733 0.1011 -0.0367 -0.0605 -0.618
C -1.17924 7.70587 0.20150 -0.2437 0.0475 0.1376 -0.410
H -0.93826 3.85911 1.36498 -0.0440 0.0046 0.0258 0.250
H -0.82691 4.81261 -0.12215 0.0692 0.0164 -0.0027 0.227
H 0.08001 5.30569 1.32166 0.0307 -0.0046 -0.0626 0.229
H -2.92337 7.45777 1.38291 -0.0128 0.0017 0.0097 0.399
H -0.77492 8.56195 0.74454 0.0670 0.0017 -0.0483 0.196
H -1.68091 8.06952 -0.69701 0.0717 0.0040 -0.0410 0.195
H -0.35496 7.06888 -0.09889 0.0132 -0.0236 0.0000 0.214
```
Positions in Å, forces in eV/Å.

The calculation puts the orbital gap at 6.321 eV. Its energy is -60167.379 eV. For the LUMO energy, the calculation gives 1.81 eV. The calculation puts the highest occupied orbital energy at -4.510 eV. The net charge is -1. The relative energy (zero: lowest compared OMol25 entry of this formula, charge and spin) comes out at 0.0 kJ/mol.